Here is C21H40NiP2 as an isolated structure from the OMol25 dataset. Energies are from ωB97M-V/def2-TZVPD.

Last column: Mulliken spin population.
Element x y z (Å)
P  -1.7414  0.9084  -1.1349  0.14
P  1.4707  0.4028  1.8117  -0.17
C  -1.0186  -0.6014  0.1942  0.13
C  0.0212  -0.7090  1.2620  0.06
H  -0.9860  -1.5059  -0.4414  0.00
H  -1.8902  -0.9546  0.7254  0.02
H  -0.4318  -0.8469  2.2594  0.02
H  0.4996  -1.7039  1.1368  0.08
C  3.1195  -0.0297  1.1626  0.11
H  3.8069  0.4696  1.8716  0.00
H  3.2570  0.4000  0.1523  0.01
H  3.3007  -1.1107  1.1340  -0.01
C  1.0783  0.1242  3.5247  0.03
H  0.9629  -0.9594  3.6891  -0.01
H  0.1108  0.6257  3.6979  0.00
H  1.9147  0.5542  4.1006  0.00
C  -1.6863  0.7661  -3.0497  -0.03
H  -1.8284  1.7111  -3.5813  -0.01
H  -2.4895  0.1216  -3.3913  0.00
H  -0.7023  0.3560  -3.3584  0.10
C  -3.4971  0.6388  -0.8106  0.01
H  -3.5049  0.0335  0.0994  0.00
H  -3.9360  0.1224  -1.6703  0.01
H  -3.9772  1.6110  -0.6261  0.01
Ni  0.0367  -1.0252  -1.9276  0.30
C  -0.5154  -3.4384  -0.0592  0.13
C  0.6446  -3.2681  -0.7562  -0.09
C  0.8298  -3.9382  -2.0876  0.15
C  -0.3225  -3.6907  -3.0563  -0.05
C  -0.8870  -2.2781  -2.8193  0.17
C  -2.1134  -2.1124  -2.1615  0.15
C  -2.7237  -3.1908  -1.3001  -0.02
C  -1.7423  -4.1121  -0.5642  -0.01
C  -0.0762  3.0921  -0.8240  -0.02
H  -0.5800  -3.1753  1.0096  0.08
H  1.5797  -3.0138  -0.2347  -0.04
H  0.9863  -5.0164  -2.0208  -0.01
H  1.7439  -3.5575  -2.5300  0.06
H  0.0404  -3.7520  -4.0922  -0.04
H  -1.0887  -4.4741  -2.9837  0.01
H  -0.4464  -1.4965  -3.4831  -0.05
H  -2.7477  -1.2638  -2.3414  0.00
H  -3.3943  -3.7877  -1.9369  0.00
H  -3.3853  -2.7031  -0.5630  0.00
H  -2.2729  -4.5404  0.2913  0.00
H  -1.5376  -4.9931  -1.1727  0.00
H  -0.3749  3.8034  -0.0244  0.04
H  -0.9733  2.8913  -1.4552  0.01
H  0.6687  3.5616  -1.4923  0.00
C  0.5968  4.2438  2.5048  0.00
C  1.6801  3.3596  1.8400  0.06
C  2.5185  4.3079  0.9753  0.01
C  2.5801  3.0181  3.0109  0.01
C  1.1513  2.0357  1.0862  0.21
C  0.4586  1.9867  -0.0444  0.45
H  1.1527  5.0026  3.0639  0.00
H  -0.0221  3.6730  3.2356  0.00
H  -0.0399  4.7836  1.7972  0.00
H  2.7741  5.1388  1.6268  0.00
H  3.4789  3.8503  0.6553  0.00
H  1.9821  4.7348  0.1148  0.00
H  2.0381  2.6071  3.8641  0.00
H  3.4150  2.3710  2.7462  0.00
H  3.0346  3.9422  3.3509  0.00

Calculated values
HOMO (alpha / beta) = -3.3905 / -5.1944 eV
2S+1 = 3
net charge = 0
⟨S²⟩ = 2.03
energy relative to the best compared isomer or geometry (same formula, charge and spin) = 46.87 kcal/mol
orbital gap (alpha / beta) = 3.6 / 4.5 eV

=====

Here is a 19-piece molecular cluster, C35H53BCl54F3INO9P2S overall from the OMol25 dataset. Energies are from ωB97M-V/def2-TZVPD.

Last column: Löwdin charge in e.
Element x y z (Å)
C  2.5386  5.2309  2.1170  -0.10
C  2.5622  4.7684  0.6643  -0.29
O  3.9015  4.5696  0.1563  -0.19
P  4.3212  3.0492  0.3226  0.48
O  4.1686  2.6098  1.7241  -0.24
C  3.3710  2.0626  -0.8504  -0.20
C  2.2559  1.2064  -0.1943  -0.24
C  2.0668  -0.0897  -0.9791  -0.21
P  1.4037  -1.5893  -0.0126  0.69
F  2.8587  -1.4124  0.8514  -0.25
C  0.9953  -3.0463  1.1907  -0.18
C  1.9471  -3.1149  2.3148  -0.31
N  2.7456  -4.0866  2.5340  0.05
C  2.0307  -2.7470  -1.3603  -0.22
C  3.2847  -3.5702  -1.0673  -0.20
C  4.6064  -3.0457  -1.6517  -0.41
C  5.3593  -2.1263  -0.6939  -0.11
C  4.5022  -2.4127  -3.0408  -0.09
O  0.6037  -0.5060  1.2086  -0.22
C  -0.6253  -0.1508  0.9594  -0.86
F  -0.7271  1.2320  0.8816  -0.04
I  -1.7724  -0.6011  2.8114  0.89
C  -1.1362  -0.7880  -0.3862  -0.45
C  -1.4079  0.1674  -1.5535  0.00
B  -2.6115  1.1907  -1.3906  -0.66
O  -3.9080  0.8069  -1.6312  0.15
O  -2.3362  2.5180  -1.0584  0.08
S  -2.5707  -1.9508  -0.3215  0.53
O  -3.7046  -1.3288  0.2809  -0.37
O  -2.7512  -2.4636  -1.6332  -0.27
F  -2.0582  -3.0957  0.5605  -0.16
O  -0.1312  -1.6529  -0.8320  -0.25
O  5.8439  2.9470  -0.1176  -0.21
C  6.3469  1.6281  0.2148  -0.27
C  7.0561  1.5913  1.5622  -0.07
H  2.3089  6.2878  2.1774  0.02
H  1.7756  4.6841  2.6665  0.08
H  3.4846  4.9881  2.5871  0.07
H  2.0557  5.5007  0.0530  0.04
H  1.9815  3.8484  0.5994  0.09
H  4.0443  1.4536  -1.4512  0.07
H  2.9032  2.7656  -1.5446  0.10
H  2.5474  1.0297  0.8329  0.09
H  1.3426  1.7916  -0.2649  0.09
H  1.5174  0.0658  -1.9088  0.08
H  3.0587  -0.4225  -1.2723  0.04
H  1.0748  -3.9871  0.6508  0.09
H  0.0127  -2.8817  1.6241  0.04
H  1.9347  -2.2707  3.0084  0.11
H  3.3090  -3.8748  3.3575  -0.06
H  2.0885  -2.1643  -2.2759  0.07
H  1.2192  -3.4493  -1.5076  0.08
H  3.4328  -3.7365  -0.0046  0.05
H  3.1278  -4.5676  -1.4844  0.10
H  5.2683  -3.9092  -1.7654  0.12
H  6.3740  -2.0372  -1.0777  0.01
H  5.4310  -2.5927  0.2839  0.01
H  4.9076  -1.1420  -0.6059  0.05
H  5.3975  -2.5665  -3.6405  0.07
H  3.6100  -2.7170  -3.5815  0.07
H  4.4005  -1.3314  -2.9234  0.03
H  -1.6120  -0.4740  -2.4074  0.12
H  -0.5055  0.7245  -1.7852  0.11
H  -4.4538  0.9661  -0.8508  0.08
H  -2.4864  2.6821  -0.1170  0.02
H  7.0054  1.2877  -0.5773  0.07
H  5.5148  0.9276  0.2674  0.09
H  8.1251  1.4161  1.4745  0.07
H  6.6316  0.7580  2.1221  0.00
H  6.8288  2.4830  2.1355  0.08
C  -5.7274  -5.3255  -0.0832  -1.50
Cl  -4.8793  -3.7968  -0.2008  0.67
Cl  -5.1088  -6.2977  1.2571  0.53
Cl  -7.4730  -5.0618  0.1038  0.47
H  -5.5725  -5.8819  -0.9974  0.01
C  -4.8403  4.8129  1.1271  -1.51
Cl  -5.8466  5.1533  2.5322  0.53
Cl  -3.2114  4.3563  1.6149  0.60
Cl  -5.5822  3.5590  0.1276  0.60
H  -4.7743  5.7152  0.5326  0.00
C  9.3106  0.1680  -2.9659  -1.54
Cl  10.3659  0.3524  -1.5613  0.53
Cl  10.1014  -0.7779  -4.2290  0.51
Cl  7.7756  -0.5577  -2.5025  0.59
H  9.1119  1.1545  -3.3670  -0.04
C  -9.0350  7.4271  1.3263  -1.57
Cl  -8.9734  6.7865  2.9658  0.51
Cl  -9.7377  9.0457  1.3196  0.53
Cl  -7.4310  7.4335  0.5889  0.53
H  -9.6648  6.7824  0.7301  -0.04
C  -11.8935  -4.4596  0.8035  -1.54
Cl  -11.7821  -5.1856  2.4108  0.53
Cl  -12.6376  -2.8644  0.8925  0.51
Cl  -10.3026  -4.3704  0.0589  0.51
H  -12.5241  -5.0910  0.1914  0.00
C  -8.9682  3.2077  1.4158  -1.56
Cl  -8.9512  2.0208  0.1176  0.54
Cl  -10.3528  4.3033  1.2506  0.53
Cl  -8.9848  2.4260  2.9907  0.54
H  -8.0652  3.8010  1.3439  -0.07
C  -11.0269  -4.1839  6.4002  -1.55
Cl  -12.2503  -5.2530  7.0920  0.52
Cl  -11.1163  -2.5816  7.1265  0.53
Cl  -9.4148  -4.8765  6.5952  0.54
H  -11.2238  -4.0855  5.3406  -0.02
C  5.5349  -1.5964  4.2323  -1.51
Cl  6.4002  -0.6961  5.4816  0.53
Cl  6.4578  -1.6175  2.7343  0.60
Cl  5.1690  -3.2360  4.7896  0.55
H  4.5962  -1.0918  4.0398  0.02
C  10.0963  -1.5622  -8.2393  -1.55
Cl  9.4804  -3.2022  -8.0481  0.53
Cl  8.7993  -0.3825  -8.0540  0.51
Cl  11.3961  -1.2432  -7.0901  0.50
H  10.5001  -1.4680  -9.2379  0.01
C  -2.2642  4.7708  -3.8170  -1.54
Cl  -2.4223  4.8000  -5.5742  0.53
Cl  -0.5887  4.6123  -3.3282  0.54
Cl  -2.9903  6.2252  -3.1058  0.52
H  -2.8067  3.9133  -3.4388  0.00
C  4.6674  0.7194  -5.9165  -1.55
Cl  3.5966  0.8800  -4.5229  0.55
Cl  6.3056  0.2942  -5.4249  0.47
Cl  4.0289  -0.4660  -7.0576  0.54
H  4.7080  1.6792  -6.4146  0.00
C  1.7800  -8.6146  -3.3089  -1.57
Cl  2.0263  -8.7194  -5.0583  0.50
Cl  3.3243  -8.4644  -2.4708  0.51
Cl  0.7004  -7.2896  -2.9116  0.54
H  1.3150  -9.5357  -2.9852  0.01
C  -0.2649  7.6077  -0.7674  -1.54
Cl  -0.0227  8.7810  0.5319  0.53
Cl  1.0720  7.6746  -1.9173  0.53
Cl  -0.4513  5.9862  -0.1134  0.55
H  -1.1745  7.8666  -1.2927  -0.02
C  -16.4056  -3.1206  -1.0697  -1.56
Cl  -17.9545  -3.5118  -1.8174  0.52
Cl  -15.7290  -4.5308  -0.2554  0.52
Cl  -15.2751  -2.4837  -2.2610  0.53
H  -16.5760  -2.3552  -0.3248  0.01
C  -6.6214  -2.6018  8.2390  -1.57
Cl  -6.5132  -3.3402  9.8396  0.51
Cl  -7.3360  -0.9926  8.3395  0.51
Cl  -5.0415  -2.5425  7.4664  0.54
H  -7.2726  -3.2155  7.6313  -0.04
C  1.4393  6.9311  5.8203  -1.55
Cl  -0.1493  6.6422  5.1061  0.52
Cl  2.0072  5.5021  6.6805  0.53
Cl  2.5955  7.4196  4.5846  0.56
H  1.3441  7.7379  6.5339  0.01
C  5.7451  -6.9457  1.8342  -1.55
Cl  5.4219  -5.2616  1.4689  0.58
Cl  4.4806  -7.6329  2.8576  0.52
Cl  5.9804  -7.9426  0.3843  0.50
H  6.6732  -6.9803  2.3883  0.00
C  7.6219  3.9863  -4.4161  -1.52
Cl  8.6052  4.0615  -2.9528  0.55
Cl  8.4752  3.0959  -5.6837  0.52
Cl  6.0534  3.2696  -4.0621  0.54
H  7.4623  4.9960  -4.7690  0.01

Calculated values
HOMO = -5.8673 eV
2S+1 = 1
net charge = -1
orbital gap = 7.1 eV

=====

| no. | DFT total energy (eV) |
| --- | --- |
| 1 | -82032.1840 |
| 2 | -779631.6347 |